16
Properties=species:S:1:pos:R:3:mulliken_charge:R:1 method="wB97M-V/def2-TZVPD" homo_ev=-13.9 gap_ev=8.6 spin_multiplicity=1 lumo_energy_ev=-5.3 e_tot_ha=-325.205071 total_charge=+1 max_force_ev_per_a=2.01 e_above_lowest_kj_mol=295.2
C 2.88514 0.65208 0.61384 0.0217
C 2.86870 -0.35276 1.48265 -0.6118
C 0.67521 0.29814 -0.44547 0.0160
N 1.90091 0.65888 -0.48366 -0.0738
H 3.57536 1.44509 0.38667 0.3885
H 1.93415 -0.88424 1.61191 0.2272
H 3.84110 -0.64373 1.85250 0.2751
H -0.09017 0.68802 -1.11427 0.3229
H 0.23954 -0.26469 0.37868 0.1152
H 2.16772 0.96796 -1.41458 0.3213
H -5.58606 0.71480 -2.06188 0.3256
H -4.88000 1.82083 -1.24982 0.3252
O -4.73375 0.99037 -1.71285 -0.6493
H -2.31883 -1.88470 0.55394 0.3097
H -1.11069 -2.50919 1.03161 0.3183
O -1.36834 -1.69686 0.57074 -0.6319

***

8
Properties=species:S:1:pos:R:3:mulliken_charge:R:1 method="wB97M-V/def2-TZVPD" homo_ev="-16.9 / -16.7" gap_ev="8.7 / 8.0" spin_multiplicity=1 lumo_energy_ev="-8.1 / -8.8" e_tot_ha=-208.051004 total_charge=+1 max_force_ev_per_a=5.60 e_above_lowest_kj_mol=576.6
C -0.26736 -0.09358 0.09167 0.2664
C 0.98742 0.27303 -0.35456 -0.8009
N -1.40178 -0.29497 0.05278 0.5780
O -2.53966 -0.48883 0.02253 -0.3577
H -0.60852 -0.71570 1.81146 0.3525
H 1.24579 -0.40059 -1.15475 0.3068
H 0.74255 1.13466 -0.85188 0.3105
H 1.84157 0.58598 0.38276 0.3444

***

141
Properties=species:S:1:pos:R:3:mulliken_charge:R:1 method="wB97M-V/def2-TZVPD" homo_ev=-9.4 gap_ev=9.4 spin_multiplicity=1 lumo_energy_ev=0.0 e_tot_ha=-3385.379417 max_force_ev_per_a=3.52
C 1.23455 -1.41677 2.85039 -0.6800
C 0.95489 -1.17687 3.97040 -0.1338
C 0.55111 -0.66120 5.31816 -0.4073
C -0.13421 0.72610 5.16922 0.2162
C 0.88233 1.90207 5.24440 -0.1123
C 0.35860 3.17871 4.53468 -0.5805
O 0.93691 3.42063 3.24598 -0.5005
C 0.69003 2.29820 2.39578 -0.4195
C 1.09643 2.53618 0.91929 0.5206
C 0.09818 1.78386 -0.00427 -0.9998
N 0.07563 0.33596 0.20740 -0.2010
O 2.40308 2.00918 0.62217 -0.2461
C 3.42174 2.62796 1.37765 -0.0135
S 5.06649 2.28180 0.73950 -0.1055
H 1.51879 -1.63684 1.82116 0.6405
H 1.43527 -0.57128 5.97061 -0.2203
H -0.13563 -1.37327 5.81691 0.3653
H -0.62766 0.81553 4.18637 -0.2720
H -0.92619 0.87832 5.92496 0.5168
H 1.10558 2.14748 6.29763 0.3820
H 1.82851 1.56849 4.79091 -0.0917
H -0.74416 3.11583 4.41945 0.1273
H 0.56491 4.05998 5.16830 0.3907
H -0.38491 2.04098 2.42994 0.3829
H 1.25109 1.40992 2.73966 0.1379
H 1.07974 3.62008 0.68448 0.2338
H 0.41738 1.96438 -1.04713 0.2413
H -0.91733 2.18409 0.12844 0.4121
H 0.98119 -0.06648 -0.01535 0.2379
H -0.10816 0.10479 1.17894 -0.0301
H 3.38737 2.29354 2.43287 -0.3321
H 3.30507 3.72827 1.38095 0.3604
H 5.07855 0.95684 0.94975 0.0005
C -2.27977 -1.64394 -1.57027 -0.2538
C -2.72721 -1.84476 -2.94414 0.2397
N -3.08058 -2.00073 -4.02375 -0.4532
H -3.01669 -1.05250 -1.02696 0.2526
H -2.15797 -2.60372 -1.07450 0.1833
H -1.33031 -1.11445 -1.56040 0.0194
C -0.44161 4.17876 -3.80223 -0.1795
C -1.39012 3.91874 -2.72604 0.4948
N -2.12198 3.68726 -1.87551 -0.5236
H -0.45425 5.23926 -4.05018 0.1048
H 0.56209 3.89285 -3.49092 0.3506
H -0.71726 3.60876 -4.68674 -0.2938
C 4.52793 -0.34162 6.43197 -0.3184
C 3.60780 0.35481 7.32592 0.2805
N 2.88188 0.89899 8.02697 -0.5651
H 5.55506 -0.05909 6.65863 0.2066
H 4.41814 -1.41713 6.54062 0.2494
H 4.31126 -0.07204 5.39955 0.1221
C -0.48238 1.15280 -7.01217 -0.7889
C 0.39050 2.31854 -6.90800 0.4120
N 1.06342 3.24696 -6.81035 -0.4471
H 0.04830 0.26100 -6.68358 0.3282
H -1.36493 1.29893 -6.39123 0.2646
H -0.79814 1.02331 -8.04543 0.2762
C -2.78918 6.32406 -6.67404 -0.7466
C -2.72171 4.86619 -6.66325 0.4239
N -2.67098 3.72084 -6.61830 -0.4248
H -2.57626 6.69034 -5.66977 0.1768
H -2.04605 6.72332 -7.36352 0.3426
H -3.77858 6.64911 -6.98047 0.3249
C -5.16307 -4.71983 -5.13015 -0.5827
C -5.85689 -5.92655 -4.69006 0.3688
N -6.40349 -6.87262 -4.34360 -0.4461
H -4.39246 -4.97923 -5.85386 0.2883
H -5.87087 -4.03534 -5.59342 0.2635
H -4.69541 -4.22249 -4.28236 0.1242
C -4.32334 2.78928 4.65835 -0.9809
C -3.75414 1.53759 4.16846 0.4107
N -3.30754 0.55631 3.78352 -0.3257
H -4.43746 2.74389 5.73992 0.2945
H -3.66550 3.61843 4.40283 0.2783
H -5.29817 2.95340 4.20294 0.3411
C -4.74744 -9.47570 -5.83131 -0.6050
C -3.57057 -9.54240 -6.69193 0.3063
N -2.64796 -9.59378 -7.36860 -0.3701
H -4.47141 -9.71742 -4.80684 0.2711
H -5.17097 -8.47461 -5.85044 0.0823
H -5.49728 -10.18537 -6.17603 0.2621
C -5.65981 2.93902 -0.94775 -0.2688
C -6.07697 1.61316 -0.50077 0.2891
N -6.39982 0.57269 -0.14786 -0.4077
H -4.58002 3.04475 -0.84291 0.0365
H -5.92294 3.07585 -1.99498 0.1051
H -6.15653 3.70298 -0.35194 0.2683
C 6.92941 -3.03773 8.33559 -0.8221
C 6.54672 -3.02803 6.92779 0.4416
N 6.24804 -3.02024 5.81442 -0.4323
H 6.15123 -2.56937 8.93638 0.2692
H 7.07411 -4.06199 8.67452 0.3442
H 7.85232 -2.47614 8.46292 0.2500
C -2.48493 -2.61565 3.71043 -0.1586
C -1.89018 -3.82735 3.15471 0.2286
N -1.41948 -4.76870 2.70232 -0.4515
H -2.58654 -2.70936 4.79050 0.2906
H -1.85085 -1.76111 3.48293 -0.3189
H -3.46681 -2.44889 3.27267 0.3798
C 4.77519 3.40562 4.94023 -0.5946
C 5.70543 2.33401 4.59318 0.4179
N 6.43509 1.48625 4.33722 -0.4237
H 4.18487 3.11278 5.80887 0.1687
H 5.33097 4.31140 5.17574 0.3763
H 4.10502 3.60402 4.10426 0.1442
C 0.90746 -4.81546 -0.31763 -0.6249
C 1.15120 -3.59105 -1.07846 0.4251
N 1.33845 -2.62914 -1.67556 -0.4927
H 1.84839 -5.16591 0.10098 0.3195
H 0.21794 -4.61103 0.50099 0.0647
H 0.47858 -5.58681 -0.95508 0.3541
C -0.66629 8.19531 -1.53626 -0.8202
C -1.09515 7.91092 -2.90160 0.4018
N -1.41635 7.63034 -3.97062 -0.4241
H -1.41386 8.80831 -1.03626 0.2782
H -0.54644 7.26129 -0.98966 0.1994
H 0.28254 8.72834 -1.55123 0.2960
C 4.94341 -1.92635 0.88651 -0.1959
C 4.03056 -2.97559 1.32913 0.3356
N 3.28850 -3.78480 1.66733 -0.4638
H 4.47870 -0.95089 1.02721 -0.3946
H 5.86354 -1.97008 1.46676 0.3761
H 5.17490 -2.06157 -0.16844 0.3415
C -6.64798 4.36089 -5.49188 -0.8032
C -6.10572 5.71409 -5.41100 0.4039
N -5.64946 6.76277 -5.34552 -0.4454
H -5.89055 3.64528 -5.17555 0.2413
H -7.52241 4.27330 -4.84942 0.3082
H -6.93482 4.13993 -6.51820 0.3025
C -1.84718 -10.51793 -10.55743 -0.6006
C -1.67338 -9.91488 -11.87606 0.2876
N -1.53855 -9.44085 -12.90984 -0.3660
H -0.94376 -11.05528 -10.27522 0.2576
H -2.04548 -9.75055 -9.81236 0.1937
H -2.68337 -11.21451 -10.57851 0.2498
C 9.75111 -0.80767 5.89902 -0.7879
C 8.96222 -0.28847 7.01138 0.3738
N 8.32776 0.11909 7.88162 -0.4418
H 9.67180 -1.89301 5.86444 0.2767
H 9.37343 -0.39455 4.96502 0.2470
H 10.79510 -0.52635 6.02395 0.3356

***

84
Properties=species:S:1:pos:R:3:mulliken_charge:R:1 method="wB97M-V/def2-TZVPD" homo_ev="-13.1 / -13.1" gap_ev="6.5 / 7.0" s_squared=0.782 spin_multiplicity=2 lumo_energy_ev="-6.7 / -6.1" e_tot_ha=-3190.132698 total_charge=+2 max_force_ev_per_a=0.68 e_above_lowest_kj_mol=22.5
Cr -0.17059 0.65511 0.22580 1.5327
C -1.76827 0.77747 1.77844 0.1439
C -2.36394 0.98341 0.51518 1.2264
C -1.74814 2.13210 -0.08572 0.4919
C -0.84326 2.68153 0.86136 0.2584
C -0.84112 1.82871 2.00631 1.2708
C -0.18692 2.10795 3.32049 -1.6745
C -0.24038 4.04966 0.77679 -1.5924
C -2.14646 2.76150 -1.38411 -1.8211
C -3.58938 0.28361 0.02054 -1.6719
C -2.17236 -0.25539 2.78143 -1.6762
H -0.90139 2.64635 3.94796 0.3551
H 0.69486 2.73806 3.22876 0.4534
H 0.08506 1.19870 3.85598 0.4136
H -1.03971 4.77790 0.93214 0.3681
H 0.20086 4.26022 -0.19636 0.3769
H 0.51170 4.22362 1.54188 0.4059
H -3.02564 3.39164 -1.23366 0.3536
H -2.40830 2.02041 -2.14001 0.3670
H -1.35679 3.39491 -1.78616 0.3992
H -4.45066 0.75547 0.50103 0.3487
H -3.60184 -0.77412 0.27940 0.4853
H -3.72071 0.37722 -1.05282 0.4080
H -2.87627 0.19149 3.48746 0.3380
H -1.32905 -0.62726 3.36491 0.3551
H -2.66470 -1.10743 2.31672 0.4022
I -1.30524 -0.95063 -2.04361 0.1637
C -1.80957 -3.00541 -2.00434 -0.2781
C -3.14375 -3.15558 -2.26929 -0.5474
C -3.67719 -4.43346 -2.53186 -1.0738
C -2.83380 -5.49789 -2.58020 -0.7870
C -1.45114 -5.35572 -2.30591 0.7802
C -0.61470 -6.49405 -2.40848 -0.7538
C 0.71979 -6.40906 -2.15321 -1.2724
C 1.24839 -5.18621 -1.70830 -0.2801
C 0.48039 -4.05716 -1.56630 0.6695
P 1.26662 -2.63910 -0.72227 1.1476
C 2.55050 -2.13043 -1.91906 0.1690
C 2.28651 -2.20929 -3.28931 -0.8679
C 3.16564 -1.66692 -4.21532 -0.8419
C 4.32860 -1.03574 -3.79368 -0.7228
C 4.60452 -0.94573 -2.43682 -1.1191
C 3.71975 -1.48196 -1.51007 0.1924
C 2.14431 -3.39659 0.68159 0.7728
C 3.47418 -3.81729 0.68760 -0.3751
C 4.03083 -4.37570 1.83094 -0.7791
C 3.26610 -4.52537 2.97842 -0.6482
C 1.93878 -4.11752 2.98251 -0.7272
C 1.38639 -3.54664 1.84709 -0.9623
C -0.89458 -4.09583 -1.93875 0.7908
H -3.79588 -2.29508 -2.31253 0.4633
H -4.73338 -4.53995 -2.73106 0.4179
H -3.20502 -6.48115 -2.83671 0.4179
H -1.06349 -7.43387 -2.70252 0.4316
H 1.36154 -7.27278 -2.25020 0.4631
H 2.29634 -5.15232 -1.43170 0.4299
H 1.39257 -2.71233 -3.63674 0.4155
H 2.94833 -1.74926 -5.27158 0.4937
H 5.02368 -0.63488 -4.51818 0.4393
H 5.51874 -0.47441 -2.09911 0.4618
H 3.97319 -1.42034 -0.45971 0.7809
H 4.07783 -3.74840 -0.20648 0.4309
H 5.06028 -4.70710 1.81787 0.4729
H 3.70092 -4.96616 3.86492 0.4300
H 1.33508 -4.24951 3.87031 0.4722
H 0.34429 -3.23898 1.85845 0.4811
N 1.51691 -0.08221 1.28927 0.6278
C 2.62893 0.71831 1.89933 -0.8425
C 3.44077 1.46946 0.85896 -0.5079
C 2.65714 2.55756 0.12129 0.0592
C 2.16218 2.20591 -1.26904 -0.8181
N 1.20895 1.04938 -1.31960 0.3446
H 1.11070 -0.64932 2.03665 0.3170
H 1.95112 -0.77226 0.68024 -1.3716
H 3.27311 0.03054 2.45127 0.5525
H 2.19441 1.40725 2.61778 0.2419
H 3.89048 0.76938 0.15277 -0.1188
H 4.27683 1.92184 1.39460 0.5807
H 3.28081 3.44564 0.00731 0.4454
H 1.81714 2.86147 0.74025 -0.4923
H 3.00877 1.96439 -1.91604 0.3682
H 1.65239 3.06237 -1.71091 0.5438
H 1.75705 0.19122 -1.42624 -0.7884
H 0.70651 1.11853 -2.20183 0.3885